Entry 1:
{
  "formula": "C4H3N3O",
  "method": "ωB97M-V with the def2-TZVPD basis set",
  "species": ["C", "N", "H", "N", "C", "C", "H", "H", "N", "O", "C"],
  "positions_angstrom": [[-0.340, -0.305, -0.073], [1.215, 0.636, 1.129], [0.523, -2.341, -0.168], [0.579, -1.325, 0.103], [-1.549, 1.193, -0.874], [1.503, -0.629, 0.873], [-2.322, 1.580, -1.589], [2.293, -1.270, 1.329], [-0.669, 1.837, -0.193], [-1.292, -0.216, -0.957], [0.059, 0.838, 0.420]],
  "atomic_forces_ev_per_a": [[0.2, -4.3, -1.5], [1.3, -0.7, -0.3], [0.2, 2.0, 0.6], [-0.8, 0.6, 0.1], [0.1, -0.1, -2.0], [1.0, -1.1, 1.4], [0.9, -0.5, 1.1], [-0.5, 1.2, -0.3], [-1.2, 0.5, 0.8], [-2.4, 1.7, -0.6], [1.0, 0.9, 0.6]],
  "nbo_charge": [0.3506, -0.4291, 0.4442, -0.5700, 0.2968, 0.1940, 0.2089, 0.1956, -0.4058, -0.4172, 0.1319],
  "gap_ev": 9.369,
  "lumo_ev": 0.626,
  "e_above_lowest_kcal_mol": 24.8,
  "molar_mass_da": 109.09,
  "smiles": "c1nc2ncoc2[nH]1",
  "e_tot_ha": -393.67992,
  "homo_energy_ev": -8.74
}


Entry 2:
{
  "formula": "C7H8NO3S2",
  "method": "ωB97M-V with the def2-TZVPD basis set",
  "species": ["H", "S", "O", "C", "N", "H", "S", "C", "O", "C", "C", "H", "O", "H", "C", "H", "H", "C", "H", "C", "H"],
  "positions_angstrom": [[-1.028, -0.265, 1.933], [4.734, 0.027, 0.245], [2.278, -0.616, 1.607], [0.201, 2.082, 1.302], [0.795, 2.104, -1.329], [0.147, -0.217, -2.763], [2.540, -0.283, 0.179], [-0.760, -1.300, -1.161], [2.458, -1.502, -0.667], [-0.081, -0.196, -1.726], [-0.190, 0.887, 0.375], [0.211, 2.827, 0.499], [1.185, 2.287, -2.529], [-0.901, -2.124, -1.783], [0.199, 0.947, -0.974], [1.270, 1.989, 1.745], [-1.594, -2.113, 0.534], [-0.768, -0.207, 0.944], [-0.543, 2.122, 2.168], [-1.046, -1.297, 0.194], [4.609, -0.390, -1.111]],
  "atomic_forces_ev_per_a": [[-0.3, 0.4, 2.4], [0.3, -0.5, -2.0], [-0.1, 0.5, -0.5], [0.2, -1.3, 0.0], [2.0, 2.6, -4.1], [0.4, 0.0, -0.7], [0.2, -1.5, 1.1], [1.7, 2.5, 0.0], [-0.1, 0.6, 0.0], [-1.1, -0.7, 0.1], [1.5, 2.0, 2.1], [-0.1, 1.0, 1.5], [-1.3, -1.2, 3.2], [-0.5, -1.3, -0.7], [-1.6, -2.5, 0.8], [-1.8, -0.1, -0.9], [-0.6, -1.4, 1.1], [0.0, 0.0, -1.3], [1.0, 0.4, -1.4], [-0.2, -0.1, -2.4], [0.6, 0.6, 1.7]],
  "nbo_charge": [0.2061, -0.4842, -1.0330, -0.6748, 0.0935, 0.2172, 1.4440, -0.2250, -1.0222, -0.1117, 0.1072, 0.2451, -0.3453, 0.2043, -0.0514, 0.2527, 0.1970, -0.2292, 0.2017, -0.1334, 0.1415],
  "gap_ev": 5.908,
  "lumo_ev": 1.975,
  "e_above_lowest_kcal_mol": 76.3,
  "molar_mass_da": 218.28,
  "total_charge": -1,
  "e_tot_ha": -1348.32683,
  "homo_energy_ev": -3.93
}


Entry 3:
{
  "formula": "C19H31F9N7O8PS4Sn",
  "method": "ωB97M-V with the def2-TZVPD basis set",
  "species": ["N", "O", "C", "F", "N", "O", "F", "H", "H", "N", "C", "C", "H", "C", "C", "S", "S", "H", "P", "H", "Sn", "F", "C", "H", "N", "C", "H", "H", "C", "H", "H", "F", "H", "H", "H", "O", "H", "H", "O", "F", "H", "F", "C", "H", "H", "H", "H", "C", "H", "H", "O", "C", "F", "H", "N", "C", "C", "C", "N", "O", "F", "H", "H", "C", "H", "O", "H", "H", "C", "H", "S", "C", "C", "N", "H", "F", "C", "S", "O", "H"],
  "positions_angstrom": [[-3.852, -1.623, 0.714], [-0.054, -2.140, 3.498], [5.095, -0.693, -2.132], [-1.312, -5.910, 1.041], [2.821, 1.232, 0.533], [0.806, -4.532, -0.360], [2.662, -1.880, 2.216], [5.460, -0.379, -1.155], [-7.506, -0.465, 0.114], [0.064, -2.630, 1.106], [3.972, 0.224, -2.604], [3.931, 2.179, 0.450], [1.445, 1.152, -3.704], [3.797, 3.112, 1.666], [1.159, 3.329, -1.244], [-0.259, -3.662, -0.020], [0.368, -3.125, 2.560], [-0.019, 1.151, -2.665], [1.966, 0.774, -0.827], [-4.485, -0.752, 4.823], [-1.272, -0.766, 0.402], [-2.288, -4.074, 1.653], [2.236, -3.093, 2.579], [-7.721, -1.130, -1.507], [-3.297, -1.436, 1.916], [2.985, -1.617, -1.454], [2.659, 0.722, 2.553], [-6.490, 0.100, -1.210], [0.859, 1.728, -2.986], [3.886, 2.732, -0.491], [4.147, 1.290, -2.458], [-4.592, 2.963, 1.242], [2.171, -2.234, -1.844], [4.881, 1.634, 0.483], [-0.405, 3.033, -4.202], [-0.004, -4.483, 2.753], [1.276, 3.575, -4.002], [-5.279, -1.992, -1.336], [-0.880, -2.915, -1.075], [2.766, -3.965, 1.731], [2.966, -1.704, -0.365], [2.734, -3.352, 3.790], [0.082, 3.814, -2.214], [-0.891, 3.484, -1.852], [1.976, 4.057, -1.156], [2.321, 3.008, 3.276], [-2.832, -1.020, 4.339], [-6.987, -0.769, -0.792], [3.795, 0.038, -3.671], [1.659, 3.479, 1.711], [0.759, 0.017, -0.351], [0.430, 3.089, -3.510], [-2.570, -4.848, -0.315], [0.074, 4.895, -2.316], [-3.822, -1.095, 4.153], [2.391, 2.841, 2.204], [2.168, 1.379, 1.830], [-4.157, -1.227, 2.868], [2.809, -0.217, -1.852], [-2.292, 1.236, 1.523], [-4.135, 3.550, -0.783], [-6.491, -2.813, -0.330], [5.929, -0.726, -2.832], [4.347, -2.022, -2.026], [0.716, 3.165, -0.260], [-2.013, 1.282, -0.864], [4.229, -2.447, -3.023], [1.109, 1.105, 1.774], [-5.136, -1.577, 0.692], [3.943, 4.157, 1.399], [-2.243, 2.063, 0.334], [-1.660, -4.698, 0.655], [-5.968, -1.867, -0.497], [1.691, 2.087, -1.831], [4.846, -2.753, -1.396], [-4.703, 1.518, -0.335], [-4.010, 2.569, 0.108], [-5.805, -1.245, 2.282], [-1.498, 3.268, 0.461], [4.542, 2.845, 2.415]],
  "atomic_forces_ev_per_a": [[-0.6, -0.2, -0.9], [0.0, 0.6, 0.1], [-0.2, 0.0, -0.1], [0.3, 0.0, -0.1], [-0.7, 0.0, -1.0], [0.3, -0.5, 0.0], [-0.1, 0.3, 0.0], [0.0, 0.1, 0.1], [-0.1, 0.0, 0.0], [0.2, 0.6, 0.1], [0.3, 0.2, -0.3], [0.5, 0.0, -0.2], [-0.1, 0.0, 0.0], [-0.1, 0.0, 0.0], [0.1, 0.5, 0.4], [0.0, -1.5, -0.8], [1.0, -0.4, 1.3], [0.1, 0.0, -0.2], [0.4, 0.1, -0.4], [0.1, 0.0, 0.0], [0.0, 0.2, -0.5], [0.1, 0.1, -0.1], [0.5, 0.1, 0.1], [-0.1, 0.0, -0.1], [0.4, 0.2, 1.1], [-0.2, -0.5, 0.2], [-0.1, 0.0, 0.0], [0.0, 0.1, 0.0], [-0.1, 0.0, -0.7], [0.1, 0.0, 0.0], [0.1, -0.1, -0.1], [0.3, 0.1, 0.2], [0.1, 0.0, 0.0], [0.0, 0.1, -0.1], [-0.1, 0.0, -0.1], [0.4, -0.5, 0.3], [0.0, 0.0, -0.1], [-0.1, -0.1, 0.1], [-0.4, 0.7, -0.4], [-0.3, -0.2, -0.1], [0.1, -0.1, 0.0], [-0.5, 0.0, 0.0], [0.0, -0.1, -0.1], [0.0, 0.1, -0.1], [-0.1, -0.1, 0.1], [0.0, 0.0, 0.1], [-0.1, 0.0, 0.2], [0.1, -0.1, -0.1], [0.0, 0.2, 0.0], [-0.1, 0.0, 0.0], [-0.2, 0.0, 0.2], [0.0, 0.0, 0.1], [0.2, 0.1, -0.4], [0.0, 0.1, 0.1], [0.3, 0.1, 0.5], [0.1, -0.1, 0.0], [-0.4, 0.0, 0.4], [-0.6, -0.2, -0.8], [-0.4, 0.5, 0.7], [0.1, -0.4, 0.6], [0.2, 0.1, -0.1], [0.1, 0.0, -0.1], [0.1, 0.0, 0.0], [0.0, 0.1, 0.1], [0.1, 0.1, 0.0], [0.3, -0.2, -0.7], [0.0, -0.1, 0.0], [0.3, 0.0, 0.0], [0.2, -0.1, 0.4], [0.1, 0.0, 0.0], [-1.1, 1.1, 0.0], [-1.1, -0.5, 0.0], [-0.2, 0.1, -0.2], [0.2, -0.9, 1.0], [0.0, -0.1, 0.0], [-0.1, -0.3, -0.2], [-0.2, 0.1, 0.1], [0.4, -0.1, -0.1], [0.3, 0.7, 0.1], [0.0, 0.0, 0.0]],
  "mulliken_charge": [-0.0825, -0.6713, -0.5830, -0.2395, 0.6842, -0.6493, -0.1735, 0.1696, 0.3529, -0.4199, -0.6561, -0.5595, 0.3280, -0.8016, 0.0119, 1.0895, 0.8613, 0.0490, -1.5917, 0.2167, 2.0843, -0.1394, 0.6325, 0.3903, 0.0201, -0.0979, 0.3208, 0.2091, -0.4689, 0.3637, 0.3249, -0.2340, 0.1341, 0.3264, 0.4156, -0.6290, 0.3042, 0.1788, -0.7361, -0.2227, -0.0747, -0.2366, -0.3090, -0.1657, 0.2635, 0.5032, 0.2022, -1.0791, 0.3887, 0.1670, 0.3094, -0.8335, -0.2396, 0.4727, -0.4472, -0.5472, -0.2755, 0.3070, 0.4978, -0.5903, -0.2280, 0.3223, 0.4185, -0.7303, -0.2112, -0.6564, 0.3463, -0.1890, 0.1245, 0.3645, 1.2474, 0.5627, -0.3970, 0.1894, 0.3817, -0.1902, 0.3753, -0.2461, -0.6392, 0.3301],
  "gap_ev": 9.299,
  "lumo_ev": 0.251,
  "e_above_lowest_kcal_mol": 23.9,
  "molar_mass_da": 934.43,
  "e_tot_ha": -4775.13927,
  "homo_energy_ev": -9.05
}